# 1
{
  "formula": "C54H134O27S6",
  "method": "ωB97M-V/def2-TZVPD",
  "elements": ["C", "S", "O", "C", "H", "H", "H", "H", "H", "H", "C", "S", "O", "C", "H", "H", "H", "H", "H", "H", "C", "S", "O", "C", "H", "H", "H", "H", "H", "H", "C", "S", "O", "C", "H", "H", "H", "H", "H", "H", "C", "S", "O", "C", "H", "H", "H", "H", "H", "H", "C", "S", "O", "C", "H", "H", "H", "H", "H", "H", "C", "O", "C", "C", "O", "C", "C", "O", "C", "H", "H", "H", "H", "H", "H", "H", "H", "H", "H", "H", "H", "H", "H", "C", "O", "C", "C", "O", "C", "C", "O", "C", "H", "H", "H", "H", "H", "H", "H", "H", "H", "H", "H", "H", "H", "H", "C", "O", "C", "C", "O", "C", "C", "O", "C", "H", "H", "H", "H", "H", "H", "H", "H", "H", "H", "H", "H", "H", "H", "C", "O", "C", "C", "O", "C", "C", "O", "C", "H", "H", "H", "H", "H", "H", "H", "H", "H", "H", "H", "H", "H", "H", "C", "O", "C", "C", "O", "C", "C", "O", "C", "H", "H", "H", "H", "H", "H", "H", "H", "H", "H", "H", "H", "H", "H", "C", "O", "C", "C", "O", "C", "C", "O", "C", "H", "H", "H", "H", "H", "H", "H", "H", "H", "H", "H", "H", "H", "H", "C", "O", "C", "C", "O", "C", "C", "O", "C", "H", "H", "H", "H", "H", "H", "H", "H", "H", "H", "H", "H", "H", "H"],
  "coordinates": [[7.7384, 2.9656, 2.1188], [8.4329, 1.3622, 2.7360], [8.0512, 1.1177, 4.1678], [7.3029, 0.1756, 1.9346], [6.6194, 2.9750, 2.2272], [7.9020, 3.0693, 1.0639], [8.2982, 3.7077, 2.6562], [7.3290, -0.6534, 2.6429], [7.5068, -0.2531, 0.9132], [6.3350, 0.6511, 1.8928], [-4.4487, -2.5697, -0.4555], [-3.0196, -2.8254, 0.5519], [-3.4542, -2.7380, 1.9762], [-2.9549, -4.6301, 0.3859], [-5.3784, -3.1515, -0.1631], [-4.1557, -2.8778, -1.4741], [-4.7156, -1.5218, -0.4742], [-2.1425, -4.8342, 1.0626], [-2.7528, -5.0297, -0.6013], [-3.8661, -5.0448, 0.7661], [-0.9133, -3.3542, 5.9113], [0.5198, -2.9373, 4.8778], [1.2591, -4.2741, 4.7298], [-0.4433, -2.5610, 3.4095], [-1.6021, -2.5430, 6.1454], [-0.6117, -3.7767, 6.8269], [-1.4205, -4.0692, 5.3249], [-0.8161, -1.5401, 3.6161], [-1.2177, -3.3390, 3.3422], [0.1338, -2.5385, 2.5726], [1.9306, 0.2736, 6.9268], [0.6839, 0.5442, 5.6354], [-0.5291, -0.2569, 6.1448], [0.3425, 2.3462, 5.8709], [2.9477, 0.5657, 6.6809], [1.9990, -0.8002, 6.9899], [1.5802, 0.7244, 7.8455], [1.1032, 3.0555, 5.6603], [0.2134, 2.4626, 6.9317], [-0.5511, 2.5000, 5.3251], [4.4937, 0.3000, -0.7043], [4.8221, 1.8796, -0.0487], [6.0123, 2.4613, -0.7156], [3.4022, 2.6313, -0.7395], [4.9275, -0.4781, -0.0534], [5.0770, 0.1871, -1.6313], [3.4084, 0.1197, -0.7898], [3.4955, 2.4480, -1.8226], [3.4106, 3.7115, -0.4480], [2.4794, 2.1332, -0.3183], [-0.3171, -2.1247, -4.4611], [-1.5235, -2.5073, -3.2637], [-2.9030, -2.2754, -3.8490], [-1.2304, -4.3028, -3.1894], [-0.5355, -1.0762, -4.6948], [-0.3905, -2.7074, -5.3659], [0.6665, -2.2215, -4.0477], [-1.6855, -4.8370, -4.0928], [-1.7300, -4.6115, -2.3338], [-0.1857, -4.5529, -2.9977], [-10.1405, -1.7537, -9.9911], [-9.9829, -1.4494, -8.6063], [-8.8902, -0.5936, -8.2107], [-8.9785, -0.4355, -6.7533], [-8.5895, -1.5920, -6.0605], [-8.4559, -1.4136, -4.6937], [-7.9115, -2.6092, -3.9840], [-6.4528, -2.7552, -4.0617], [-6.0174, -3.9943, -3.7016], [-9.3881, -2.4192, -10.4056], [-10.1107, -0.8072, -10.6282], [-11.1111, -2.2384, -10.0417], [-8.9659, 0.4478, -8.6821], [-7.9956, -1.0831, -8.5918], [-10.0438, -0.1987, -6.5052], [-8.3402, 0.4156, -6.3625], [-9.3947, -1.0670, -4.2275], [-7.7227, -0.6300, -4.4941], [-8.3694, -3.5949, -4.3433], [-8.1995, -2.5926, -2.9533], [-6.1913, -4.3068, -2.6827], [-4.9779, -4.0431, -3.7710], [-6.4968, -4.8129, -4.2668], [4.8241, -3.9203, 3.2320], [5.8348, -3.0829, 2.6007], [6.5085, -3.8361, 1.5609], [5.8336, -3.7258, 0.2429], [4.6402, -4.4695, 0.0364], [4.0875, -4.2065, -1.2104], [2.8201, -4.9786, -1.3643], [1.5761, -4.2665, -1.2571], [1.3994, -3.6426, -0.0252], [5.3457, -4.7662, 3.7946], [4.0880, -4.2861, 2.5466], [4.4586, -3.2544, 3.9746], [6.5420, -4.8999, 1.8438], [7.5405, -3.4377, 1.4743], [6.5702, -4.0601, -0.4889], [5.5962, -2.6309, 0.0746], [4.7358, -4.4703, -2.0589], [3.9318, -3.0917, -1.2778], [2.8885, -5.7773, -0.5987], [2.6975, -5.5082, -2.3179], [2.1311, -2.8321, 0.2614], [1.5247, -4.4322, 0.7615], [0.4292, -3.1234, -0.0781], [-5.2864, 2.8730, -5.8255], [-4.4487, 1.8210, -6.1110], [-5.0910, 0.6199, -6.4552], [-4.0205, -0.5091, -6.3857], [-3.1024, -0.4417, -7.4739], [-2.0803, 0.4741, -7.3327], [-0.9773, 0.4222, -8.3976], [-1.2690, 0.8187, -9.6986], [-1.0122, 2.1630, -9.8759], [-5.6012, 3.2819, -6.8149], [-4.6344, 3.5924, -5.3276], [-6.0972, 2.6176, -5.1594], [-5.5989, 0.6630, -7.4746], [-5.8561, 0.3585, -5.7463], [-4.4718, -1.4527, -6.5209], [-3.5508, -0.5924, -5.3788], [-1.6307, 0.5080, -6.2838], [-2.4898, 1.4776, -7.3712], [-0.6715, -0.7066, -8.3851], [-0.2342, 1.0888, -7.9597], [-1.1907, 2.4128, -10.9269], [0.0605, 2.3714, -9.5781], [-1.7883, 2.7978, -9.3813], [0.7111, 3.5217, 2.3774], [0.7972, 3.5071, 0.9382], [0.1679, 4.5902, 0.3246], [0.9900, 5.8623, 0.2545], [1.9674, 5.8647, -0.8141], [2.9670, 6.7785, -0.5899], [4.2422, 6.2569, -0.0235], [3.9782, 5.9243, 1.3399], [4.9497, 5.1474, 1.8864], [1.1847, 4.3960, 2.8455], [0.9375, 2.4580, 2.6907], [-0.3295, 3.6779, 2.7326], [-0.7792, 4.9047, 0.8278], [-0.0109, 4.2800, -0.7496], [1.5140, 5.9311, 1.2123], [0.3466, 6.7606, 0.0902], [2.5694, 7.5666, 0.0888], [3.2788, 7.2322, -1.5410], [4.9905, 7.0568, -0.0202], [4.5375, 5.3888, -0.6599], [4.7665, 4.9455, 2.9029], [5.9216, 5.6116, 1.7754], [5.0101, 4.1332, 1.3849], [3.3935, -3.8195, 7.2776], [4.0885, -2.5674, 7.0180], [4.8318, -2.0671, 8.1197], [5.8364, -1.0264, 7.6340], [5.3436, 0.1861, 7.2155], [6.3236, 0.9510, 6.5487], [5.7662, 2.3667, 6.6681], [4.6177, 2.5814, 5.9076], [4.1319, 3.9481, 5.9878], [4.0368, -4.5849, 7.6706], [2.8378, -4.1566, 6.3938], [2.6976, -3.6539, 8.0711], [5.4401, -2.8697, 8.6117], [4.1621, -1.7280, 8.9117], [6.4123, -1.5227, 6.8737], [6.4688, -0.9218, 8.5341], [6.3995, 0.6729, 5.4748], [7.2974, 0.9133, 6.9968], [6.5986, 3.0497, 6.4496], [5.4676, 2.4720, 7.7388], [5.0224, 4.6195, 5.8036], [3.5906, 4.2244, 6.9381], [3.4272, 4.0777, 5.1464], [-4.9674, 0.1330, -2.4458], [-4.1952, 0.4648, -1.2627], [-4.8060, 1.3619, -0.4188], [-5.0343, 0.8662, 0.9667], [-3.7670, 0.6383, 1.5478], [-3.8808, 0.3514, 2.9448], [-2.6375, 0.8612, 3.6399], [-2.4126, 2.2626, 3.6429], [-3.3441, 2.9777, 4.4461], [-4.9246, 1.0160, -3.1582], [-6.0087, 0.0141, -2.1540], [-4.5605, -0.7677, -2.8003], [-5.6827, 1.7371, -0.9216], [-4.0267, 2.1562, -0.3302], [-5.5682, -0.0700, 0.9360], [-5.6936, 1.5474, 1.5029], [-4.0660, -0.6941, 3.0996], [-4.8095, 0.7581, 3.3864], [-1.7844, 0.3881, 3.1327], [-2.6587, 0.4841, 4.6396], [-4.3608, 3.0154, 4.0560], [-3.0581, 4.0009, 4.4994], [-3.5183, 2.6624, 5.5249], [3.3429, 0.5556, 3.4134], [2.1720, 0.8608, 2.6272], [1.9631, -0.2917, 1.7741], [0.6456, -0.2519, 1.0215], [0.9013, -0.0310, -0.3845], [-0.1815, 0.5127, -1.0961], [0.2925, 0.7454, -2.4977], [-0.9311, 1.0212, -3.2942], [-1.1529, 2.4044, -3.4187], [3.6569, 1.4037, 3.9373], [4.1923, 0.3400, 2.6734], [3.3155, -0.3048, 4.0697], [1.9952, -1.1714, 2.4802], [2.8418, -0.5133, 1.0675], [0.0879, 0.5376, 1.4570], [0.1119, -1.2419, 1.0761], [-0.5016, 1.5265, -0.6359], [-1.0484, -0.0974, -1.2434], [0.8347, -0.1157, -2.8704], [1.0269, 1.5947, -2.5412], [-2.1356, 2.5344, -3.8316], [-0.4826, 2.9886, -4.0833], [-1.2460, 2.9006, -2.4128]],
  "mulliken_charge": [-0.55, 0.18, -0.55, 0.17, -0.29, 0.44, 0.50, 0.22, 0.45, -0.76, 0.14, 1.36, -0.79, -1.48, 0.47, -0.19, -0.86, 0.37, 0.26, 0.46, -1.30, 1.06, -0.85, 0.71, 0.29, 0.40, 0.48, -0.34, 0.67, -1.21, -0.97, 1.15, -0.70, -0.68, 0.01, 0.09, 0.65, 0.13, 0.61, -0.26, -0.46, 1.61, -0.88, 1.11, -0.49, 0.66, -0.22, 0.59, -1.33, -0.48, -1.10, 1.05, -0.74, -0.36, -0.06, 0.50, 0.34, 0.35, -0.34, 0.34, -0.72, -0.30, -0.58, -0.33, -0.27, -0.13, -0.78, 0.03, -0.86, 0.29, 0.27, 0.24, 0.34, 0.33, 0.27, 0.34, 0.36, -0.11, 0.38, 0.45, 0.39, 0.10, 0.35, -0.59, -0.13, -0.93, 0.32, -0.22, -0.11, -0.92, -0.24, 0.22, 0.33, 0.30, 0.03, 0.38, 0.41, 0.35, -0.26, 0.42, 0.02, 0.40, 0.35, -0.13, 0.50, -0.50, -0.96, -0.11, 0.25, 0.02, -0.52, 0.72, -0.58, -0.37, -0.60, 0.26, 0.29, 0.32, 0.33, -0.30, 0.44, -0.25, -0.33, 0.07, 0.21, 0.36, 0.27, 0.30, 0.20, 0.18, 0.46, -0.49, -0.35, -0.38, -0.83, -0.36, -0.37, -0.35, 0.34, -0.78, 0.28, 0.46, -0.18, 0.29, 0.33, 0.37, 0.41, 0.53, 0.25, 0.18, 0.44, -0.21, -0.85, 0.03, -0.77, -0.71, -0.09, -0.48, -0.86, 0.11, -0.54, 0.36, 0.12, 0.39, 0.44, 0.36, 0.37, 0.31, 0.17, 0.55, 0.48, 0.29, 0.32, 0.25, -0.10, -0.89, 0.25, -0.76, -0.74, 0.20, -0.96, 0.55, 0.04, -1.03, 0.33, 0.53, -0.03, 0.50, 0.12, 0.28, 0.47, 0.38, 0.44, -1.06, 0.68, 0.22, 0.36, 0.32, -0.40, 0.92, -0.13, 0.53, 0.45, 0.76, -0.77, 0.24, -0.61, 0.02, -0.21, 0.16, 0.13, -0.40, 0.11, -1.29, -0.40, 0.00, 0.14, 0.11, -0.04, 0.34, 0.06],
  "total_charge": 0,
  "homo_lumo_gap_ev": 8.846,
  "energy_ev": -178444.769
}


# 2
{
  "formula": "C2H5O3",
  "method": "ωB97M-V/def2-TZVPD",
  "elements": ["C", "O", "H", "H", "H", "O", "C", "O", "H", "H"],
  "coordinates": [[-1.3433, 1.6902, -0.8562], [-0.6018, 1.8592, 0.3254], [-2.3358, 1.2814, -0.6209], [-1.3958, 2.6297, -1.4138], [-0.8997, 0.9348, -1.4877], [1.5331, -2.3491, 0.4578], [0.9683, -1.3630, -0.0007], [0.0284, -0.6606, 0.4757], [1.3451, -0.9823, -1.0050], [-0.0842, 1.0274, 0.4164]],
  "nbo_charge": [-0.24, -0.78, 0.14, 0.14, 0.17, -0.75, 0.64, -0.83, -0.02, 0.51],
  "e_above_lowest_kj_mol": 84.3,
  "total_charge": -1,
  "homo_lumo_gap_ev": 8.634,
  "energy_ev": -8298.803
}


# 3
{
  "formula": "C13H24N2O5",
  "method": "ωB97M-V/def2-TZVPD",
  "elements": ["C", "N", "C", "O", "C", "C", "O", "N", "C", "C", "O", "H", "H", "H", "H", "H", "H", "H", "H", "H", "H", "H", "H", "O", "C", "O", "C", "C", "C", "C", "C", "C", "H", "H", "H", "H", "H", "H", "H", "H", "H", "H", "H", "H"],
  "coordinates": [[2.3289, -1.0644, 6.3055], [2.0147, -0.2859, 5.1088], [0.7914, -0.1574, 4.5811], [-0.1879, -0.7186, 5.0662], [0.6695, 0.6702, 3.2883], [-0.7917, 0.8363, 2.8507], [-0.8596, 1.6356, 1.6805], [1.4551, 0.1062, 2.1772], [2.7756, 0.2027, 2.0439], [3.3665, -0.3778, 0.7814], [3.4992, 0.7221, 2.8844], [3.4069, -1.0739, 6.4733], [1.8325, -0.6237, 7.1720], [1.9742, -2.0899, 6.1831], [2.7784, 0.1638, 4.6105], [1.0556, 1.6652, 3.5104], [-1.3640, 1.3122, 3.6482], [-1.2213, -0.1456, 2.6440], [-1.6854, 1.4038, 1.2230], [0.9406, -0.3109, 1.4194], [2.9253, 0.1179, -0.0816], [4.4431, -0.2130, 0.7853], [3.1592, -1.4454, 0.7423], [-1.9389, 0.3766, -0.5292], [-0.9288, 0.3649, -1.2150], [0.1907, 1.0600, -0.9017], [-0.9160, -0.5356, -2.4464], [-0.9230, 0.2573, -3.7691], [-2.2193, 1.0432, -3.9841], [-3.2007, 0.0680, -4.6300], [-2.3579, -1.0414, -5.2591], [-0.8990, -0.6927, -4.9676], [-0.0117, 1.5287, -0.0654], [-1.7809, -1.2047, -2.4070], [-0.0163, -1.1549, -2.4012], [-0.0558, 0.9271, -3.7876], [-2.0264, 1.8729, -4.6724], [-2.6229, 1.4640, -3.0581], [-3.8178, 0.5743, -5.3793], [-3.8644, -0.3571, -3.8699], [-2.6145, -2.0045, -4.8060], [-2.5339, -1.1123, -6.3374], [-0.2993, -1.5891, -4.7797], [-0.4697, -0.1743, -5.8316]],
  "nbo_charge": [-0.41, -0.62, 0.66, -0.64, -0.15, -0.06, -0.77, -0.60, 0.69, -0.71, -0.66, 0.21, 0.20, 0.21, 0.43, 0.23, 0.20, 0.18, 0.51, 0.40, 0.23, 0.24, 0.23, -0.64, 0.81, -0.70, -0.50, -0.21, -0.41, -0.41, -0.41, -0.40, 0.52, 0.23, 0.23, 0.22, 0.21, 0.22, 0.21, 0.21, 0.20, 0.21, 0.21, 0.21],
  "e_above_lowest_kj_mol": 0.0,
  "total_charge": 0,
  "homo_lumo_gap_ev": 10.047,
  "energy_ev": -27089.940,
  "smiles": "CNC(=O)[C@H](CO)NC(C)=O.O=C(O)CC1CCCC1"
}